<1>
Formula: C3H6O
Source: the Open Molecules 2025 dataset
Level of theory: ωB97M-V/def2-TZVPD

Properties
Gap between HOMO and LUMO = 11.4 eV
2S+1 = 1
SMILES = C[C@H]1CO1
M = 58.08 g/mol
HOMO = -10.23 eV

Last column: Mulliken charge in e.
Atoms and positions in Å:
O1 1.174 0.971 -0.264  -0.419
C1 1.275 -0.441 -0.068  -0.376
C2 -1.209 0.126 -0.167  -1.089
C3 0.108 0.249 0.412  0.351
H1 2.119 -0.724 0.601  0.223
H2 -1.881 -0.497 0.422  0.310
H3 -1.679 1.131 -0.200  0.248
H4 -1.215 -0.327 -1.218  0.280
H5 0.121 0.453 1.519  0.269
H6 1.186 -0.939 -1.037  0.203


<2>
Formula: C3H6O
Source: the Open Molecules 2025 dataset
Level of theory: ωB97M-V/def2-TZVPD

Properties
Gap between HOMO and LUMO = 10.0 eV
2S+1 = 1
SMILES = C=COC
M = 58.08 g/mol
HOMO = -8.87 eV

Last column: Mulliken charge in e.
Atoms and positions in Å:
O1 0.176 0.471 -0.548  -0.328
C1 -0.692 -1.784 -0.528  -0.679
C2 -0.094 -0.741 0.037  0.193
C3 0.528 1.614 0.248  -0.535
H1 1.351 2.118 -0.290  0.190
H2 -0.813 -2.736 0.028  0.251
H3 -1.332 -1.666 -1.527  0.195
H4 -0.392 2.215 0.256  0.213
H5 0.379 -0.846 1.059  0.185
H6 0.889 1.356 1.265  0.315


<3>
Formula: C3H6O
Source: the Open Molecules 2025 dataset
Level of theory: ωB97M-V/def2-TZVPD

Properties
Gap between HOMO and LUMO = 8.5 eV
2S+1 = 1
M = 58.08 g/mol
HOMO = -7.76 eV

Last column: Mulliken charge in e.
Atoms and positions in Å:
O1 -0.092 0.889 1.020  -0.238
C1 0.263 -0.310 0.640  -0.005
C2 1.367 -0.273 -0.402  -1.004
C3 -1.413 0.142 0.270  -0.488
H1 -1.349 -0.420 -0.673  0.275
H2 1.362 0.646 -1.005  0.320
H3 -2.012 -0.357 1.022  0.254
H4 1.357 -1.162 -1.039  0.312
H5 -1.788 1.138 -0.001  0.282
H6 2.306 -0.294 0.168  0.293


Q: Which of them is the least stable? A: <3>.


<1>
Formula: C3H6O
Source: the Open Molecules 2025 dataset
Level of theory: ωB97M-V/def2-TZVPD

Properties
Gap between HOMO and LUMO = 10.8 eV
2S+1 = 1
SMILES = CCC=O
M = 58.08 g/mol
HOMO = -9.95 eV

Last column: Mulliken charge in e.
Atoms and positions in Å:
O1 1.814 -0.866 -0.083  -0.492
C1 -0.045 0.534 -0.129  -0.306
C2 1.402 0.289 0.147  0.051
C3 -0.967 -0.640 0.078  -0.812
H1 2.168 1.121 0.414  0.298
H2 -1.411 -0.878 1.254  0.252
H3 -0.424 1.402 0.515  0.271
H4 -0.080 0.811 -1.200  0.244
H5 -0.455 -1.522 -0.424  0.279
H6 -2.002 -0.250 -0.570  0.215


<2>
Formula: C3H6O
Source: the Open Molecules 2025 dataset
Level of theory: ωB97M-V/def2-TZVPD

Properties
Gap between HOMO and LUMO = 11.3 eV
2S+1 = 1
SMILES = C[C@H]1CO1
M = 58.08 g/mol
HOMO = -10.13 eV

Last column: Mulliken charge in e.
Atoms and positions in Å:
O1 -0.193 -0.343 -1.078  -0.395
C1 -0.309 -0.181 0.366  0.096
C2 -0.625 0.859 -0.641  -0.329
C3 1.024 -0.365 1.149  -0.992
H1 -1.225 -0.794 0.678  0.295
H2 0.846 0.341 2.013  0.247
H3 1.170 -1.350 1.494  0.318
H4 0.054 1.694 -0.641  0.262
H5 -1.763 1.090 -0.662  0.226
H6 1.926 -0.115 0.493  0.272


<3>
Formula: C3H6O
Source: the Open Molecules 2025 dataset
Level of theory: ωB97M-V/def2-TZVPD

Properties
Gap between HOMO and LUMO = 9.4 eV
2S+1 = 1
M = 58.08 g/mol
HOMO = -8.40 eV

Last column: Mulliken charge in e.
Atoms and positions in Å:
O1 1.136 0.825 -0.057  -0.240
C1 -0.160 1.330 0.062  -0.434
C2 0.078 -1.307 0.092  -0.898
C3 0.421 -0.143 -0.819  -0.145
H1 -0.835 -1.822 -0.226  0.300
H2 0.045 -1.079 1.167  0.302
H3 -0.237 2.363 -0.284  0.328
H4 -0.691 0.735 -0.859  0.270
H5 -0.669 1.100 0.998  0.237
H6 0.912 -2.002 -0.073  0.281


<4>
Formula: C3H6O
Source: the Open Molecules 2025 dataset
Level of theory: ωB97M-V/def2-TZVPD

Properties
Gap between HOMO and LUMO = 9.8 eV
2S+1 = 1
SMILES = C/C=C/O
M = 58.08 g/mol
HOMO = -8.74 eV

Last column: Mulliken charge in e.
Atoms and positions in Å:
O1 1.461 1.712 0.708  -0.475
C1 1.002 0.539 0.209  0.103
C2 -0.807 -1.165 -0.351  -1.123
C3 -0.214 0.213 -0.159  -0.173
H1 -1.502 -1.373 0.472  0.272
H2 -1.065 0.943 -0.289  0.190
H3 1.790 -0.162 0.531  0.291
H4 0.860 2.435 0.473  0.292
H5 -0.093 -1.977 -0.361  0.331
H6 -1.432 -1.166 -1.232  0.293


Q: Which of them is the least stable? A: <3>.


<1>
Formula: C3H6O
Source: the Open Molecules 2025 dataset
Level of theory: ωB97M-V/def2-TZVPD

Properties
Gap between HOMO and LUMO = 10.0 eV
2S+1 = 1
SMILES = C=COC
M = 58.08 g/mol
HOMO = -8.88 eV

Last column: Mulliken charge in e.
Atoms and positions in Å:
O1 0.381 -0.554 -0.394  -0.342
C1 -0.693 0.265 -0.196  0.177
C2 -1.921 -0.237 0.065  -0.714
C3 1.676 -0.056 0.090  -0.532
H1 -0.502 1.433 -0.357  0.229
H2 1.883 -0.830 0.962  0.195
H3 1.600 0.976 0.453  0.320
H4 -2.855 0.373 0.077  0.246
H5 2.437 -0.018 -0.783  0.201
H6 -2.006 -1.354 0.084  0.220


<2>
Formula: C3H6O
Source: the Open Molecules 2025 dataset
Level of theory: ωB97M-V/def2-TZVPD

Properties
Gap between HOMO and LUMO = 7.7 eV
2S+1 = 1
M = 58.08 g/mol
HOMO = -7.46 eV

Last column: Mulliken charge in e.
Atoms and positions in Å:
O1 1.210 -0.018 0.077  -0.337
C1 -1.591 -0.253 0.116  -0.670
C2 -0.662 0.872 0.232  -0.175
C3 2.435 0.026 0.077  -0.122
H1 3.003 0.763 -0.508  0.219
H2 -2.332 -0.110 0.909  0.292
H3 3.021 -0.650 0.711  0.226
H4 -2.094 -0.379 -0.850  0.241
H5 -0.630 1.493 -0.673  0.087
H6 -1.060 -1.170 0.370  0.238


<3>
Formula: C3H6O
Source: the Open Molecules 2025 dataset
Level of theory: ωB97M-V/def2-TZVPD

Properties
Gap between HOMO and LUMO = 10.8 eV
2S+1 = 1
SMILES = CCC=O
M = 58.08 g/mol
HOMO = -9.89 eV

Last column: Mulliken charge in e.
Atoms and positions in Å:
O1 0.565 -1.848 1.056  -0.457
C1 0.886 -0.702 0.843  -0.008
C2 0.461 -0.052 -0.424  -0.260
C3 -0.906 0.635 -0.403  -1.035
H1 -0.984 1.256 0.509  0.286
H2 -1.277 1.151 -1.295  0.311
H3 1.227 0.720 -0.671  0.244
H4 0.500 -0.935 -1.075  0.268
H5 1.186 -0.084 1.716  0.355
H6 -1.657 -0.141 -0.257  0.296


<4>
Formula: C3H6O
Source: the Open Molecules 2025 dataset
Level of theory: ωB97M-V/def2-TZVPD

Properties
Gap between HOMO and LUMO = 10.8 eV
2S+1 = 1
SMILES = CCC=O
M = 58.08 g/mol
HOMO = -9.82 eV

Last column: Mulliken charge in e.
Atoms and positions in Å:
O1 -1.226 -0.944 0.439  -0.466
C1 -0.448 -0.151 0.901  -0.063
C2 0.982 0.114 -1.154  -0.993
C3 0.357 0.808 0.054  -0.219
H1 1.090 1.288 0.711  0.272
H2 1.856 0.654 -1.524  0.325
H3 -0.316 -0.135 2.001  0.338
H4 -0.321 1.616 -0.249  0.245
H5 1.264 -0.909 -0.904  0.297
H6 0.259 0.069 -1.968  0.264


Q: Which of them is the least stable? A: <2>.


<1>
Formula: C2HCl3FN
Source: the Open Molecules 2025 dataset
Level of theory: ωB97M-V/def2-TZVPD

Properties
Gap between HOMO and LUMO (spin up / spin down) = 9.4 / 8.7 eV
2S+1 = 1
SMILES = F/N=C(\Cl)C(Cl)Cl
M = 164.39 g/mol
HOMO (spin up / spin down) = -10.63 / -9.52 eV

Last column: Mulliken charge in e.
Atoms and positions in Å:
Cl1 -1.466 -1.315 1.112  -0.137
Cl2 -1.427 -0.783 -1.647  -0.126
Cl3 0.785 1.987 0.066  -0.094
F1 2.801 -0.279 0.045  -0.114
N1 1.576 -0.781 0.230  -0.077
C1 -0.986 -0.074 -0.074  0.044
C2 0.417 0.379 -0.006  0.218
H1 -1.701 0.865 0.275  0.286


<2>
Formula: C2HCl3FN
Source: the Open Molecules 2025 dataset
Level of theory: ωB97M-V/def2-TZVPD

Properties
Gap between HOMO and LUMO = 9.6 eV
2S+1 = 1
M = 164.39 g/mol
HOMO = -9.27 eV

Last column: Mulliken charge in e.
Atoms and positions in Å:
Cl1 -0.625 2.865 -0.136  -0.151
Cl2 -0.346 0.505 -1.791  -0.119
Cl3 0.788 -1.345 0.633  0.241
F1 0.305 0.896 2.064  -0.224
N1 0.417 -2.038 -0.737  -0.525
C1 0.150 0.461 0.826  0.120
C2 -0.213 1.182 -0.226  0.440
H1 -0.477 -2.526 -0.634  0.219


Q: Which of them is the least stable? A: <2>.